Molecular formula: C3H3N2
Method: DFT, ωB97M-V with the def2-TZVPD basis set

The geometry in ORCA input format:
```
! wB97M-V def2-TZVPD RIJCOSX def2/J DEFGRID3
* xyz 1 1
C -2.015 -0.328 0.054
C -1.748 0.956 -0.076
C 0.320 0.122 -0.032
N -1.056 -1.151 0.002
N -0.437 1.185 0.053
H 1.376 -0.048 0.066
H -0.941 -2.148 -0.097
H -0.038 2.131 0.032
*
```

Calculated values
E_tot, Ha: -225.0810
Energy above the lowest of the compared OMol25 structures with the same formula, charge and spin, kcal/mol: 110.9
LUMO energy (alpha / beta), eV: -7.323 / -6.967
HOMO level (alpha / beta), eV: -14.83 / -14.59

Quick look at the Mulliken charges, all values in e: 0.370 -0.045 -0.051 -0.202 0.003 0.389 0.254 0.281

***

Molecular formula: C4H8N2
Method: DFT, ωB97M-V with the def2-TZVPD basis set

The geometry in ORCA input format:
```
! wB97M-V def2-TZVPD RIJCOSX def2/J DEFGRID3
* xyz 0 1
C -1.283 0.903 0.908
N 0.102 0.915 0.460
C 0.552 -0.405 0.029
C -0.034 -0.778 -1.336
C 2.027 -0.408 -0.032
N 3.183 -0.425 -0.058
H -1.966 0.823 0.053
H -1.498 1.849 1.411
H -1.511 0.076 1.605
H 0.699 1.241 1.214
H 0.269 -1.187 0.759
H 0.374 -1.731 -1.685
H -1.121 -0.875 -1.265
H 0.205 0.004 -2.063
*
```

Calculated values
E_tot, Ha: -266.7011
Energy above the lowest of the compared OMol25 structures with the same formula, charge and spin, kcal/mol: 13.1
LUMO energy, eV: 0.866
HOMO level, eV: -9.70

Quick look at the Mulliken charges, all values in e: -0.890 -0.472 0.594 -1.333 0.048 -0.430 0.262 0.352 0.319 0.267 0.214 0.396 0.346 0.325

***

Molecular formula: C3HBr5
Method: DFT, ωB97M-V with the def2-TZVPD basis set

The geometry in ORCA input format:
```
! wB97M-V def2-TZVPD RIJCOSX def2/J DEFGRID3
* xyz 0 1
C -0.624 -1.127 1.323
C 0.070 -0.144 2.263
C -0.487 -0.840 -0.107
Br -1.376 -2.614 2.091
Br 0.448 -0.689 4.012
Br 0.591 1.548 1.783
Br 1.480 -0.855 -0.727
Br -1.310 -2.166 -1.159
H -0.734 0.161 -0.660
*
```

Calculated values
E_tot, Ha: -12984.9015
Energy above the lowest of the compared OMol25 structures with the same formula, charge and spin, kcal/mol: 0.0
LUMO energy (alpha / beta), eV: -0.997 / -0.997
HOMO level (alpha / beta), eV: -8.83 / -8.83

Quick look at the Mulliken charges, all values in e: 0.421 -0.103 -0.532 -0.046 -0.049 0.012 -0.071 -0.064 0.432

***

Molecular formula: C14H26IInOP2Te
Method: DFT, ωB97M-V with the def2-TZVPD basis set

The geometry in ORCA input format:
```
! wB97M-V def2-TZVPD RIJCOSX def2/J DEFGRID3
* xyz 2 1
C 0.751 0.552 -3.261
I -2.461 -1.546 -3.592
H 1.810 0.271 -2.821
H 0.433 1.606 -3.546
H 0.903 0.073 -4.217
In -0.825 -0.139 -2.001
P 0.250 2.796 -1.251
C -1.305 3.693 -1.646
C 0.768 3.562 0.288
H 1.146 4.598 0.186
H 1.318 4.738 -2.331
H 1.564 3.000 0.790
H 2.436 3.330 -2.237
H -2.049 3.459 -0.882
H -0.045 3.607 1.016
C 1.413 3.649 -2.456
H -1.143 4.776 -1.690
H 1.199 3.394 -3.487
H -1.714 3.374 -2.607
P 0.345 -2.504 -0.523
C -1.187 -3.447 -0.739
C 1.489 -3.345 -1.683
H 1.663 -2.770 1.528
H 1.276 -4.308 0.785
H 0.045 -3.406 1.705
C 0.879 -3.314 1.009
H 2.504 -2.942 -1.587
H 1.463 -4.403 -1.381
H -0.987 -4.512 -0.591
H -1.577 -3.286 -1.749
H 1.132 -3.253 -2.710
H -1.932 -3.090 -0.027
C -2.972 0.374 0.098
O -4.049 0.275 0.530
Te 1.228 -0.130 0.342
C 0.186 -0.390 2.217
C -0.934 0.388 2.547
C -1.444 0.269 3.828
C -0.826 -0.593 4.735
C 0.366 -1.255 4.443
C 0.923 -1.104 3.175
H -1.247 1.148 1.844
H -2.317 0.842 4.067
H -1.249 -0.687 5.733
H 0.843 -1.911 5.174
H 1.928 -1.441 2.973
*
```

Calculated values
E_tot, Ha: -2062.1732
Energy above the lowest of the compared OMol25 structures with the same formula, charge and spin, kcal/mol: 64.1
LUMO energy, eV: -8.840
HOMO level, eV: -14.29

Quick look at the Mulliken charges, all values in e: -0.932 -0.113 0.238 0.054 0.509 1.009 0.541 -1.254 -1.145 0.378 0.434 0.324 0.381 0.343 0.361 -1.462 0.404 0.472 0.351 0.866 -1.131 -1.295 0.304 0.520 0.414 -1.337 0.362 0.520 0.445 0.221 0.358 0.355 0.188 -0.155 0.316 0.690 -0.550 -0.667 -0.456 -0.709 -0.609 0.518 0.468 0.407 0.434 0.629

***

Molecular formula: C2H3IO3S
Method: DFT, ωB97M-V with the def2-TZVPD basis set

The geometry in ORCA input format:
```
! wB97M-V def2-TZVPD RIJCOSX def2/J DEFGRID3
* xyz 0 1
C -0.044 1.108 -0.127
C 0.953 0.706 0.618
O -1.203 -1.062 -1.325
O -1.283 0.885 0.295
O -0.599 -1.401 1.148
S -1.537 -0.780 0.270
I 3.043 0.766 0.005
H -0.169 1.599 -1.144
H -0.098 -1.752 -1.215
H 0.935 -0.069 1.475
*
```

Calculated values
E_tot, Ha: -999.4731
Energy above the lowest of the compared OMol25 structures with the same formula, charge and spin, kcal/mol: 51.5
LUMO energy, eV: -0.338
HOMO level, eV: -9.26

Quick look at the Mulliken charges, all values in e: -0.129 -0.370 -0.523 -0.286 -0.490 0.664 0.010 0.296 0.433 0.394

***

Molecular formula: CH3ClO2S
Method: DFT, ωB97M-V with the def2-TZVPD basis set

The geometry in ORCA input format:
```
! wB97M-V def2-TZVPD RIJCOSX def2/J DEFGRID3
* xyz 0 1
C -0.716 0.008 0.380
O 1.546 -0.518 -0.787
O -0.655 -1.347 0.141
S 1.072 0.433 0.197
Cl 1.009 2.307 -0.776
H -1.477 0.509 -0.142
H -0.781 0.072 1.500
H 0.002 -1.464 -0.513
*
```

Calculated values
E_tot, Ha: -1048.7127
Energy above the lowest of the compared OMol25 structures with the same formula, charge and spin, kcal/mol: 40.4
LUMO energy, eV: -0.230
HOMO level, eV: -10.27

Quick look at the Mulliken charges, all values in e: -0.276 -0.566 -0.474 0.544 -0.205 0.367 0.254 0.357

***

Molecular formula: C43H112N10O14
Method: DFT, ωB97M-V with the def2-TZVPD basis set

The geometry in ORCA input format:
```
! wB97M-V def2-TZVPD RIJCOSX def2/J DEFGRID3
* xyz 0 1
C 2.334 -5.935 2.710
O 3.395 -5.885 3.333
N 2.266 -6.163 1.349
N 1.090 -5.825 3.304
H 3.121 -6.121 0.828
H 1.421 -6.426 0.872
H 1.034 -5.862 4.303
H 0.241 -5.951 2.782
C 1.808 -2.854 -0.760
O 2.021 -1.561 -1.255
C 1.195 -0.616 -0.642
C 1.644 0.824 -0.788
N 0.760 1.715 -0.055
C -0.683 1.737 -0.297
C -1.066 1.651 -1.771
O -0.483 2.752 -2.417
C -0.415 2.567 -3.793
H 2.350 -3.110 0.160
H 2.159 -3.649 -1.432
H 0.738 -3.082 -0.671
H 1.122 -0.768 0.451
H 0.148 -0.764 -0.957
H 1.662 1.107 -1.849
H 2.610 0.905 -0.293
H 0.972 2.680 -0.309
H -1.075 2.710 0.004
H -1.215 0.964 0.270
H -2.148 1.690 -1.960
H -0.753 0.687 -2.205
H 0.023 1.578 -3.987
H 0.272 3.294 -4.216
H -1.369 2.574 -4.329
C 5.663 -3.243 -6.849
O 4.674 -3.815 -6.054
C 3.950 -2.928 -5.224
C 4.836 -2.293 -4.153
N 4.235 -1.059 -3.667
C 5.011 -0.307 -2.674
C 5.301 -1.080 -1.386
O 6.467 -1.836 -1.547
C 6.462 -3.035 -0.768
H 5.214 -2.643 -7.662
H 6.099 -4.047 -7.455
H 6.491 -2.705 -6.385
H 3.228 -3.557 -4.705
H 3.462 -2.162 -5.836
H 5.859 -2.059 -4.465
H 4.975 -3.060 -3.368
H 3.312 -1.251 -3.281
H 4.482 0.632 -2.540
H 6.011 -0.233 -3.120
H 4.445 -1.721 -1.142
H 5.354 -0.352 -0.561
H 5.658 -3.687 -1.115
H 6.376 -2.785 0.299
H 7.462 -3.456 -0.850
C 0.016 -3.428 -3.422
O -0.629 -3.389 -4.653
C -0.832 -2.080 -5.111
C -1.882 -2.128 -6.208
N -3.290 -2.202 -5.695
C -3.790 -0.921 -5.181
C -4.740 -1.211 -3.993
O -4.072 -1.856 -2.931
C -4.669 -1.578 -1.676
H 0.995 -2.945 -3.514
H 0.136 -4.467 -3.137
H -0.568 -2.875 -2.678
H 0.086 -1.535 -5.391
H -1.231 -1.468 -4.282
H -1.782 -3.055 -6.777
H -1.854 -1.260 -6.865
H -3.243 -2.785 -4.860
H -4.347 -0.368 -5.931
H -3.106 -0.266 -4.619
H -5.624 -1.837 -4.228
H -5.270 -0.262 -3.788
H -4.853 -0.512 -1.502
H -3.973 -1.867 -0.893
H -5.637 -2.080 -1.655
C 0.037 6.769 -6.910
O -0.556 6.696 -5.656
C -1.136 7.918 -5.265
C -1.735 7.816 -3.857
N -0.817 7.652 -2.725
C -0.146 6.360 -2.651
C 0.654 6.433 -1.345
O 1.210 5.198 -0.917
C 1.963 5.399 0.292
H 0.223 5.744 -7.230
H 1.015 7.260 -6.881
H -0.574 7.245 -7.682
H -1.975 8.174 -5.928
H -0.387 8.722 -5.286
H -2.480 7.016 -3.864
H -2.299 8.739 -3.679
H -0.146 8.413 -2.772
H 0.480 6.071 -3.495
H -0.848 5.532 -2.521
H -0.048 6.759 -0.572
H 1.486 7.146 -1.378
H 2.810 6.037 -0.005
H 2.539 4.472 0.389
H 1.306 5.691 1.103
C 5.580 3.240 10.411
O 5.289 3.028 9.053
C 3.982 3.372 8.705
C 3.865 3.700 7.223
N 2.505 4.096 6.860
C 1.633 2.999 6.523
C 1.753 2.505 5.055
O 0.489 1.981 4.693
C 0.376 1.641 3.329
H 6.053 4.199 10.661
H 6.365 2.517 10.644
H 4.688 3.107 11.022
H 3.623 4.213 9.315
H 3.256 2.574 8.929
H 4.129 2.818 6.637
H 4.603 4.469 6.977
H 2.163 4.767 7.532
H 0.592 3.327 6.610
H 1.721 2.116 7.171
H 2.502 1.700 5.149
H 2.041 3.312 4.374
H 0.512 0.557 3.157
H 1.087 2.154 2.682
H -0.662 1.744 2.997
C -1.916 -8.735 -1.215
C -1.438 -7.420 -0.605
C -1.863 -7.348 0.857
O -1.670 -6.069 1.374
C -2.124 -5.848 2.691
N 0.028 -7.268 -0.637
H -1.352 -9.575 -0.813
H -1.856 -8.703 -2.303
H -2.983 -8.839 -0.993
H -1.798 -6.571 -1.190
H -1.304 -8.180 1.324
H -2.912 -7.650 0.995
H -1.503 -5.068 3.115
H -2.185 -6.759 3.286
H -3.151 -5.511 2.565
H 0.316 -7.115 -1.597
H 0.520 -8.084 -0.284
C -2.319 4.149 6.578
C -1.581 5.345 6.051
C -0.924 5.198 4.691
O -1.827 4.698 3.756
C -1.228 4.643 2.497
N -2.536 6.478 6.073
H -1.759 3.215 6.705
H -3.125 3.872 5.884
H -2.844 4.209 7.536
H -0.813 5.656 6.769
H -0.045 4.552 4.743
H -0.599 6.209 4.417
H -1.691 4.025 1.722
H -0.261 4.133 2.590
H -1.167 5.639 2.046
H -2.151 7.290 5.611
H -3.376 6.164 5.597
C -7.422 -3.359 -0.074
C -6.774 -4.273 0.956
C -5.257 -4.087 1.011
O -4.881 -2.793 1.369
C -3.644 -2.731 2.001
N -7.309 -4.074 2.325
H -7.443 -2.301 0.212
H -8.495 -3.598 -0.095
H -7.049 -3.449 -1.091
H -6.888 -5.278 0.535
H -4.828 -4.301 0.022
H -4.846 -4.868 1.660
H -3.505 -1.708 2.360
H -2.814 -2.842 1.303
H -3.586 -3.402 2.852
H -8.012 -3.334 2.250
H -6.581 -3.543 2.809
*
```

Calculated values
E_tot, Ha: -3306.0997
Energy above the lowest of the compared OMol25 structures with the same formula, charge and spin, kcal/mol: 14.6
LUMO energy, eV: 0.364
HOMO level, eV: -8.32

Here are the Mulliken charges for atoms 1 to 99, given in e: 0.438 -0.673 -0.251 -0.331 0.194 0.241 0.193 0.302 -1.541 0.477 -0.381 -0.479 0.169 -0.562 0.055 -0.115 -0.787 0.358 0.224 0.468 0.202 0.018 0.105 0.610 -0.033 -0.274 0.402 0.575 -0.337 0.269 0.252 0.307 -0.710 -0.409 -0.304 0.027 -0.252 -1.109 0.219 -0.407 -0.659 0.281 0.284 0.283 0.104 0.360 0.315 -0.045 0.048 0.350 0.511 -0.163 0.446 0.226 0.327 0.252 -0.017 -0.498 0.273 -0.977 -0.505 -0.075 -0.975 -0.173 -0.209 -0.090 0.174 0.255 0.339 -0.134 0.331 0.438 0.284 0.453 -0.028 0.350 0.470 0.330 -0.029 -0.012 -0.841 -0.164 -0.413 -1.005 -0.281 0.015 -0.734 -0.127 -0.906 0.230 0.327 0.321 0.411 0.342 0.356 0.373 0.269 0.177 0.025

***

Molecular formula: C52H76BIrN7O2Se
Method: DFT, ωB97M-V with the def2-TZVPD basis set

The geometry in ORCA input format:
```
! wB97M-V def2-TZVPD RIJCOSX def2/J DEFGRID3
* xyz 0 2
Ir 0.638 -0.804 -0.853
C -2.041 7.402 -1.464
C -2.641 6.102 -0.915
C -3.580 5.529 -1.985
C -3.449 6.414 0.354
C -1.555 5.093 -0.558
C -1.839 3.727 -0.531
C -0.839 2.811 -0.308
Se -1.039 0.974 0.059
C -2.717 0.326 -0.449
C -3.914 1.016 -0.403
C -5.100 0.313 -0.505
C -4.997 -1.076 -0.463
C -3.811 -1.802 -0.435
C -2.589 -1.075 -0.568
O -1.395 -1.625 -0.756
C -3.885 -3.320 -0.226
C -5.242 -3.760 0.337
C -2.820 -3.759 0.785
C -3.675 -4.028 -1.564
C -6.441 1.042 -0.546
C -6.362 2.245 -1.494
C -6.792 1.537 0.864
C -7.567 0.130 -1.041
C 0.555 3.253 -0.095
O 1.472 2.421 -0.102
C 0.776 4.682 0.108
C -0.267 5.522 -0.172
C 2.119 5.230 0.583
C 2.982 5.527 -0.651
C 1.918 6.525 1.383
C 2.857 4.241 1.500
H -2.843 8.041 -1.834
H -1.354 7.204 -2.289
H -1.506 7.966 -0.699
H -4.301 6.292 -2.284
H -4.148 4.672 -1.623
H -3.024 5.217 -2.871
H -4.214 7.163 0.137
H -2.803 6.803 1.143
H -3.944 5.518 0.732
H -2.844 3.385 -0.718
H -3.919 2.088 -0.271
H -5.916 -1.637 -0.414
H -5.489 -3.220 1.253
H -5.193 -4.824 0.577
H -6.057 -3.626 -0.376
H -2.952 -3.236 1.734
H -1.818 -3.551 0.425
H -2.910 -4.832 0.971
H -4.490 -3.796 -2.254
H -3.645 -5.113 -1.422
H -2.745 -3.709 -2.014
H -5.637 2.987 -1.154
H -7.333 2.741 -1.551
H -6.076 1.931 -2.499
H -6.047 2.250 1.225
H -6.829 0.703 1.567
H -7.766 2.033 0.867
H -7.317 -0.323 -2.003
H -8.480 0.714 -1.168
H -7.788 -0.669 -0.332
H -0.105 6.585 -0.075
H 2.550 6.336 -1.243
H 3.062 4.645 -1.287
H 3.988 5.824 -0.345
H 1.579 7.356 0.762
H 2.870 6.821 1.826
H 1.199 6.381 2.191
H 3.171 3.344 0.974
H 2.225 3.931 2.337
H 3.742 4.734 1.908
C -2.486 -1.014 3.206
C -1.528 0.041 3.754
C -1.984 1.455 3.357
C -0.092 -0.284 3.418
C 0.985 -0.149 4.316
C 2.068 -0.669 3.650
N 1.645 -1.085 2.443
N 0.325 -0.848 2.283
B 2.468 -1.877 1.422
N 3.181 -0.955 0.409
C 4.400 -0.452 0.612
C 4.656 0.470 -0.370
C 3.515 0.499 -1.182
N 2.630 -0.396 -0.703
C 3.492 1.448 -2.364
C 2.188 1.753 -3.089
C 4.552 1.027 -3.391
N 1.569 -2.903 0.698
C 1.333 -4.130 1.163
C 0.677 -4.845 0.192
C 0.536 -3.980 -0.898
N 1.082 -2.793 -0.571
C -0.022 -4.509 -2.207
C 1.051 -5.390 -2.866
C -0.598 -3.549 -3.247
H -3.524 -0.701 3.342
H -2.315 -1.167 2.139
H -2.347 -1.974 3.706
H -1.561 0.004 4.847
H -2.407 1.468 2.353
H -2.762 1.800 4.041
H -1.161 2.171 3.388
H 0.956 0.259 5.313
H 3.093 -0.799 3.954
H 3.329 -2.459 2.029
H 4.999 -0.798 1.437
H 5.541 1.069 -0.497
H 3.838 2.383 -1.914
H 1.335 1.759 -2.418
H 2.266 2.742 -3.547
H 1.996 1.032 -3.880
H 4.289 0.071 -3.846
H 4.604 1.772 -4.187
H 5.543 0.934 -2.945
H 1.664 -4.407 2.150
H 0.355 -5.871 0.230
H -0.826 -5.174 -1.880
H 1.916 -4.792 -3.149
H 1.390 -6.184 -2.198
H 0.645 -5.850 -3.769
H 0.169 -3.202 -3.934
H -1.351 -4.078 -3.835
H -1.063 -2.679 -2.796
C 2.978 -2.307 -2.973
C 1.807 -1.558 -3.534
C 1.571 -1.375 -4.876
C 0.412 -0.580 -5.005
C -0.029 -0.286 -3.738
C -1.212 0.548 -3.388
N 0.811 -0.894 -2.831
H 3.796 -1.644 -2.686
H 3.355 -2.983 -3.741
H 2.734 -2.886 -2.089
H 2.179 -1.783 -5.669
H -0.060 -0.245 -5.916
H -1.643 0.940 -4.309
H -0.943 1.397 -2.755
H -1.984 -0.022 -2.868
*
```

Calculated values
E_tot, Ha: -5091.4826
Energy above the lowest of the compared OMol25 structures with the same formula, charge and spin, kcal/mol: 13.3
LUMO energy (alpha / beta), eV: -0.168 / -2.008
HOMO level (alpha / beta), eV: -7.09 / -7.09

Here are the Mulliken charges for atoms 1 to 99, given in e: 3.129 -2.068 2.041 -1.401 -1.614 -0.272 -0.760 1.051 0.084 0.744 -0.506 -0.140 -0.303 -0.824 -1.503 1.099 2.926 -2.289 -2.403 -1.967 1.897 -1.782 -1.635 -2.154 -0.592 -0.543 -0.178 -0.340 2.453 -1.400 -1.996 -1.669 0.462 0.422 0.395 0.507 0.113 0.380 0.473 0.318 0.273 0.048 0.345 0.223 0.428 0.447 0.422 0.185 0.532 0.462 0.352 0.473 0.181 0.194 0.478 0.370 0.268 0.306 0.468 0.403 0.451 0.391 0.085 0.307 0.042 0.465 0.374 0.459 0.406 0.095 0.410 0.516 -1.289 0.457 -1.158 0.169 -1.694 -0.362 0.822 0.230 -0.933 0.623 -0.552 -1.461 -0.305 0.616 1.216 -0.872 -1.744 -0.363 -0.329 -1.185 -0.205 0.363 0.696 -1.541 -1.607 0.323 -0.227